1.
{
  "formula": "C4H4",
  "method": "the ωB97M-V functional and the def2-TZVPD basis",
  "energy_ha": -154.537051,
  "spin_multiplicity": 1,
  "e_homo_ha": -0.3081,
  "gap_ev": 8.687,
  "lumo_energy_ev": 0.30,
  "elements": ["C", "C", "C", "C", "H", "H", "H", "H"],
  "positions_angstrom": [[-1.4288, -0.1687, -0.1898], [-0.9152, 0.9255, 0.2951], [0.4604, 0.8780, -0.1520], [-0.0565, -0.5520, -0.1923], [-2.3061, -0.8216, -0.0667], [0.4543, 1.0085, -1.2713], [1.1736, 1.3171, 0.4200], [0.2184, -1.7664, 1.0152]],
  "atomic_forces_ev_per_a": [[-1.684, -3.625, -0.490], [-0.416, 1.611, 1.373], [-1.093, -1.199, -4.417], [-0.145, -2.155, 4.054], [0.389, 0.826, -0.543], [0.787, 0.998, 1.304], [2.459, 0.692, 1.413], [-0.297, 2.850, -2.695]],
  "lowdin_charge": [-0.161, -0.053, -0.166, -0.105, 0.110, 0.135, 0.065, 0.175]
}

2.
{
  "formula": "C36H37IrN3O3Sb",
  "method": "the ωB97M-V functional and the def2-TZVPD basis",
  "energy_ha": -2127.691218,
  "charge": 3,
  "spin_multiplicity": 2,
  "e_homo_ha": [-0.5985, -0.5984],
  "gap_ev": [6.485, 5.409],
  "s2": 0.763,
  "lumo_energy_ev": [-9.80, -10.87],
  "elements": ["Ir", "C", "C", "C", "C", "C", "C", "N", "Sb", "C", "C", "C", "C", "C", "C", "N", "C", "C", "C", "C", "C", "C", "N", "H", "H", "H", "H", "H", "H", "H", "H", "H", "H", "H", "H", "H", "H", "H", "H", "H", "H", "C", "C", "O", "C", "C", "C", "C", "C", "C", "H", "H", "H", "H", "H", "H", "H", "H", "C", "C", "C", "C", "C", "C", "C", "C", "C", "C", "O", "O", "H", "H", "H", "H", "H", "H", "H", "H", "H", "H", "H"],
  "positions_angstrom": [[-0.0029, 0.6202, 0.0556], [0.6875, -0.9660, 2.9309], [0.1886, 0.4185, 3.1647], [0.1180, 0.9194, 4.4543], [-0.3394, 2.2021, 4.6851], [-0.7646, 2.9693, 3.6095], [-0.6805, 2.4183, 2.3541], [-0.1755, 1.1904, 2.1108], [1.7185, 2.8389, 0.0305], [2.8262, 1.0123, -0.0594], [4.1947, 0.9003, -0.0687], [4.7536, -0.3684, -0.1751], [3.9015, -1.4449, -0.2802], [2.5181, -1.2892, -0.2413], [1.6605, -2.4869, -0.4109], [1.9802, -0.0585, -0.0952], [0.9326, 2.5078, -1.9383], [1.0102, 3.2584, -3.0831], [0.3525, 2.7922, -4.2215], [-0.3532, 1.6069, -4.1600], [-0.4359, 0.8872, -2.9725], [-1.2102, -0.3837, -2.8929], [0.2036, 1.3602, -1.8861], [0.2803, -1.6335, 3.6895], [0.3851, -1.3443, 1.9605], [1.7754, -1.0005, 3.0184], [0.4193, 0.2821, 5.2735], [-0.3837, 2.5991, 5.6896], [-1.1680, 3.9634, 3.7237], [4.8157, 1.7827, -0.0042], [5.8260, -0.5069, -0.2000], [4.2937, -2.4448, -0.3992], [2.2782, -3.3790, -0.4745], [0.9745, -2.5887, 0.4168], [1.0660, -2.4131, -1.3234], [1.5689, 4.1835, -3.0965], [0.4009, 3.3486, -5.1478], [-0.8507, 1.2128, -5.0352], [-1.0598, -0.9661, -3.8011], [-0.9120, -0.9923, -2.0407], [-2.2776, -0.1681, -2.8142], [-3.4650, -0.9630, 0.2537], [-2.3244, -1.9227, 0.2767], [-1.1490, -1.4780, 0.2292], [-2.6266, -3.3501, 0.3494], [-3.9639, -3.7693, 0.4511], [-4.2764, -5.1128, 0.5255], [-3.2634, -6.0619, 0.4948], [-1.9340, -5.6668, 0.3897], [-1.6190, -4.3264, 0.3185], [-3.0922, 0.0454, 0.1366], [-4.0417, -1.0412, 1.1772], [-4.1467, -1.1996, -0.5643], [-4.7688, -3.0504, 0.4789], [-5.3082, -5.4234, 0.6065], [-3.5091, -7.1134, 0.5512], [-1.1517, -6.4121, 0.3622], [-0.5927, -4.0305, 0.2281], [-5.9365, 6.6751, -1.0751], [-4.9016, 5.6613, -0.7262], [-5.1982, 4.3008, -0.7072], [-4.2585, 3.3461, -0.3659], [-4.6886, 1.9113, -0.3230], [-2.9564, 3.7726, -0.0028], [-2.6232, 5.1613, -0.0286], [-1.2463, 5.7185, 0.2146], [-3.6022, 6.0591, -0.3984], [-1.9869, 2.7924, 0.4011], [-1.0782, 3.2211, 1.3126], [-1.8904, 1.6146, -0.0007], [-6.8084, 6.2192, -1.5379], [-5.5307, 7.4316, -1.7468], [-6.2643, 7.1917, -0.1692], [-6.2019, 3.9790, -0.9507], [-5.7732, 1.8536, -0.2813], [-4.2952, 1.3946, 0.5514], [-4.3595, 1.3766, -1.2163], [-0.4580, 5.0756, -0.1781], [-1.0557, 5.8782, 1.2756], [-1.1581, 6.6803, -0.2852], [-3.3499, 7.1104, -0.4550]],
  "atomic_forces_ev_per_a": [[0.163, 1.150, -0.108], [0.064, -0.063, -0.031], [0.097, 0.057, -0.019], [-0.084, 0.064, 0.055], [0.002, -0.017, -0.041], [-0.014, -0.088, -0.053], [0.053, -0.252, 0.191], [-0.086, -0.138, -0.262], [-0.550, -0.796, 0.050], [-0.001, 0.031, 0.054], [-0.119, 0.013, -0.030], [-0.028, -0.076, -0.031], [0.150, 0.020, 0.039], [-0.069, -0.013, -0.088], [-0.137, -0.072, -0.074], [0.108, 0.406, 0.066], [-0.037, -0.190, 0.019], [0.005, -0.020, 0.037], [-0.045, -0.070, -0.016], [0.068, 0.075, -0.078], [-0.001, 0.070, 0.071], [-0.009, -0.052, 0.018], [0.057, -0.143, 0.220], [0.019, -0.002, 0.006], [-0.021, -0.059, -0.062], [0.015, 0.003, -0.035], [0.021, -0.005, 0.011], [-0.014, 0.015, 0.029], [-0.015, 0.049, 0.004], [0.022, 0.036, -0.010], [0.022, 0.003, 0.019], [0.013, -0.001, 0.000], [-0.037, 0.001, -0.015], [-0.183, -0.089, 0.146], [-0.030, 0.004, -0.001], [0.029, 0.022, -0.021], [0.004, 0.017, -0.020], [-0.003, 0.008, -0.026], [-0.022, 0.002, -0.007], [-0.004, -0.009, -0.009], [-0.019, -0.004, 0.025], [0.074, 0.027, -0.039], [-0.038, 0.050, 0.056], [0.057, -0.152, 0.094], [0.102, -0.038, -0.006], [0.038, -0.004, 0.011], [0.000, 0.011, -0.003], [-0.006, 0.015, 0.003], [0.022, -0.005, -0.002], [-0.160, 0.071, 0.004], [-0.057, -0.399, 0.019], [0.004, 0.010, 0.021], [-0.007, 0.004, 0.000], [-0.026, -0.009, 0.003], [-0.017, 0.001, 0.002], [-0.006, -0.020, 0.001], [0.017, 0.002, -0.001], [0.302, 0.123, -0.014], [-0.065, 0.066, -0.024], [0.109, -0.117, 0.048], [0.058, 0.004, 0.057], [-0.101, 0.074, -0.093], [-0.106, 0.032, 0.067], [0.110, 0.044, -0.063], [-0.102, -0.006, -0.042], [0.038, 0.030, 0.022], [0.012, -0.120, -0.021], [-0.068, 0.086, 0.000], [0.214, 0.260, 0.081], [0.382, -0.093, -0.171], [-0.009, 0.009, -0.001], [-0.010, 0.002, 0.009], [0.000, -0.002, -0.014], [-0.037, -0.015, -0.008], [-0.036, 0.001, -0.036], [-0.166, 0.179, -0.067], [0.028, -0.010, 0.026], [0.017, -0.015, -0.013], [0.030, -0.022, 0.030], [0.015, 0.016, 0.037], [0.009, 0.021, 0.005]],
  "mulliken_spin": [0.914, -0.008, 0.000, -0.002, 0.000, -0.001, -0.045, 0.079, -0.073, 0.008, 0.014, 0.005, -0.003, -0.014, 0.020, -0.032, -0.009, 0.003, 0.008, -0.003, -0.004, 0.023, 0.009, 0.000, 0.015, 0.000, 0.002, 0.000, 0.000, 0.001, 0.000, 0.000, 0.000, -0.006, 0.000, 0.000, 0.000, 0.002, 0.000, 0.003, -0.001, 0.000, 0.003, 0.046, 0.002, 0.002, 0.000, 0.005, -0.001, 0.002, 0.009, 0.000, 0.000, 0.000, 0.000, 0.000, 0.000, 0.000, -0.001, 0.000, 0.001, -0.001, -0.001, 0.003, -0.001, 0.001, 0.001, 0.018, 0.006, 0.006, 0.000, 0.000, 0.000, 0.000, 0.000, 0.000, 0.000, -0.002, 0.000, 0.000, 0.000]
}

3.
{
  "formula": "C24H26N6OPtS4",
  "method": "the ωB97M-V functional and the def2-TZVPD basis",
  "energy_ha": -3045.516260,
  "charge": 2,
  "spin_multiplicity": 1,
  "e_homo_ha": -0.5165,
  "gap_ev": 6.624,
  "lumo_energy_ev": -7.43,
  "elements": ["Pt", "C", "S", "C", "S", "N", "N", "C", "C", "C", "C", "C", "C", "N", "H", "H", "H", "H", "H", "H", "H", "H", "S", "C", "C", "C", "C", "C", "N", "H", "H", "H", "H", "C", "C", "C", "N", "C", "S", "N", "C", "O", "C", "C", "C", "C", "C", "C", "H", "H", "H", "H", "H", "H", "H", "H", "H", "H", "H", "H", "H", "H"],
  "positions_angstrom": [[2.0344, -0.1366, -0.2181], [1.0250, -4.7117, -2.5003], [1.5432, -4.8026, -0.7728], [2.0020, -3.1803, -0.4173], [1.8847, -1.9331, -1.6585], [2.4855, -2.9511, 0.7664], [2.8945, -1.6645, 0.9082], [3.8537, -1.3676, 1.7062], [4.5445, -0.1046, 1.4342], [5.6004, 0.3488, 2.2033], [6.3096, 1.4649, 1.7735], [5.9459, 2.0830, 0.5905], [4.8715, 1.5742, -0.1294], [4.1971, 0.5094, 0.2782], [0.7009, -5.7236, -2.7369], [1.8591, -4.4512, -3.1474], [0.1876, -4.0309, -2.6389], [4.2323, -2.1012, 2.4100], [5.8692, -0.1682, 3.1146], [7.1442, 1.8349, 2.3534], [6.4886, 2.9367, 0.2109], [4.5501, 2.0197, -1.0638], [1.4595, 1.5656, -1.6849], [1.6124, 2.5522, -0.2370], [1.5025, 3.9221, -0.0686], [1.6172, 4.4174, 1.2197], [1.8324, 3.5561, 2.2950], [1.9529, 2.2055, 2.0488], [1.8587, 1.7378, 0.8011], [1.3241, 4.5692, -0.9157], [1.5305, 5.4819, 1.3932], [1.9001, 3.9296, 3.3061], [2.1225, 1.4811, 2.8357], [-2.8263, 1.6290, 1.7364], [-3.5812, 0.3629, 2.1177], [-2.7737, -0.9078, 1.8936], [-2.4774, -1.1031, 0.4659], [-1.3313, -0.9451, -0.1505], [0.0622, -0.6190, 0.8589], [-1.2091, -1.0580, -1.4791], [-2.1676, -1.5215, -2.4611], [-1.7373, -2.2362, -3.3196], [-3.5616, -1.0462, -2.3531], [-4.5892, -1.9192, -2.7059], [-5.9025, -1.4819, -2.6489], [-6.1833, -0.1749, -2.2722], [-5.1559, 0.7043, -1.9464], [-3.8423, 0.2694, -1.9777], [-3.4206, 2.5140, 1.9572], [-2.5891, 1.6539, 0.6698], [-1.8890, 1.7103, 2.2918], [-4.5185, 0.2924, 1.5585], [-3.8593, 0.3899, 3.1726], [-3.3206, -1.7907, 2.2228], [-1.8371, -0.8832, 2.4491], [-3.2852, -1.2589, -0.1294], [-0.2592, -1.2095, -1.8063], [-4.3501, -2.9257, -3.0230], [-6.7067, -2.1554, -2.9110], [-7.2095, 0.1662, -2.2434], [-5.3817, 1.7286, -1.6828], [-3.0337, 0.9524, -1.7433]],
  "atomic_forces_ev_per_a": [[0.687, 0.087, 0.733], [-0.025, 0.003, 0.018], [0.005, 0.035, 0.010], [0.043, -0.046, 0.047], [0.356, -0.019, -0.001], [-0.251, -0.068, 0.074], [-0.159, 0.271, 0.359], [0.091, 0.036, -0.286], [0.046, -0.062, 0.057], [-0.021, 0.053, 0.013], [-0.006, 0.010, 0.002], [-0.015, -0.046, 0.010], [-0.010, 0.079, -0.090], [-0.288, -0.319, -0.420], [0.011, -0.004, -0.004], [-0.001, -0.002, -0.004], [0.006, -0.001, -0.009], [0.103, -0.065, -0.121], [-0.005, -0.010, -0.006], [-0.002, 0.002, 0.001], [-0.006, 0.002, -0.004], [-0.012, -0.001, 0.008], [-0.160, 0.291, 0.072], [-0.062, -0.155, -0.051], [-0.015, 0.052, 0.041], [-0.003, 0.013, -0.055], [0.000, -0.051, 0.011], [0.086, 0.044, 0.051], [-0.092, -0.132, -0.053], [-0.007, -0.007, -0.004], [-0.003, 0.000, -0.001], [0.008, -0.006, 0.001], [0.008, 0.005, -0.001], [0.015, 0.018, 0.002], [-0.011, -0.013, 0.011], [0.016, 0.003, -0.011], [-0.040, 0.017, -0.076], [0.010, 0.082, 0.097], [-0.303, -0.094, -0.409], [-0.029, 0.109, -0.068], [-0.007, -0.009, 0.041], [-0.005, -0.063, 0.006], [0.030, 0.019, -0.003], [-0.015, 0.012, -0.024], [0.003, -0.008, -0.002], [0.001, 0.005, 0.001], [0.003, -0.001, 0.000], [-0.005, -0.010, 0.028], [-0.010, -0.003, -0.008], [0.006, -0.010, -0.001], [-0.007, 0.001, 0.009], [0.002, 0.013, -0.005], [0.009, -0.004, 0.002], [-0.007, 0.008, 0.006], [0.002, -0.001, -0.008], [0.003, -0.035, 0.016], [0.027, -0.025, -0.002], [0.003, 0.000, 0.001], [0.000, -0.001, 0.000], [0.000, 0.000, 0.000], [0.000, 0.000, 0.002], [0.000, 0.001, -0.002]],
  "lowdin_charge": [0.825, -0.385, 0.958, -1.016, 0.648, -0.052, -0.237, -0.004, -0.252, 0.023, -0.001, 0.002, -0.089, -0.002, 0.053, 0.046, 0.016, 0.157, 0.134, 0.131, 0.128, 0.123, 0.651, -0.714, -0.038, -0.013, -0.023, -0.105, -0.196, 0.127, 0.129, 0.122, 0.129, -0.094, -0.217, -0.175, 0.060, -0.626, 0.789, 0.111, -0.352, 0.162, -0.187, 0.003, -0.038, -0.040, -0.051, -0.044, 0.084, 0.057, 0.069, 0.114, 0.123, 0.136, 0.081, 0.144, 0.009, 0.131, 0.120, 0.120, 0.116, 0.117]
}